Density functional theory data (ωB97M-V/def2-TZVPD) for one molecule with the formula C5H9N3O in a non-equilibrium geometry.

XYZ file:
```
18
C5H9N3O | the OMol25 dataset | ωB97M-V/def2-TZVPD
O 2.66 0.53 -0.50
C 1.74 -0.44 -0.17
C 0.98 -0.37 1.07
C 0.29 -0.14 -0.24
C -0.25 1.31 -0.47
N -1.59 1.46 0.05
C -2.32 0.42 0.16
N -1.94 -0.92 -0.08
N -0.66 -1.10 -0.78
H 3.27 0.72 0.40
H 2.10 -1.45 -0.54
H 0.69 -1.33 1.51
H 1.30 0.49 1.70
H -0.27 1.64 -1.54
H 0.40 2.00 0.09
H -3.32 0.51 0.54
H -2.69 -1.29 -0.74
H -0.40 -2.05 -0.46
```

Values from the calculation:
SMILES string   O[C@H]1C[C@@]12CN=CNN2
E_HOMO   -8.5 eV
Gap between HOMO and LUMO   9.29 eV
ΔE to the lowest compared entry with this formula, charge and spin   89.4 kcal/mol

***

Density functional theory data (ωB97M-V/def2-TZVPD) for C5H9N3O as an isolated structure in a non-equilibrium geometry.

XYZ file:
```
18
C5H9N3O | the OMol25 dataset | ωB97M-V/def2-TZVPD
C 0.18 -0.52 0.62
C -0.67 1.14 0.71
C -0.37 -0.20 -0.63
N -1.30 -0.73 -1.45
N 1.81 -1.32 -1.18
C 1.15 -0.24 -0.50
C -0.29 2.37 0.34
O -1.62 0.90 1.62
N -0.11 -1.35 1.61
H -1.43 -0.04 1.94
H -1.42 -0.33 -2.37
H -2.13 -1.13 -1.02
H 0.66 -1.37 2.27
H 2.77 -1.43 -0.87
H 1.33 -2.21 -1.01
H 1.72 0.69 -0.48
H 0.46 2.53 -0.42
H -0.73 3.24 0.82
```

Values from the calculation:
E_HOMO   -8.3 eV
Gap between HOMO and LUMO   9.02 eV
ΔE to the lowest compared entry with this formula, charge and spin   123.3 kcal/mol

***

Density functional theory data (ωB97M-V/def2-TZVPD) for one molecule with the formula C5H9N3O.

XYZ file:
```
18
C5H9N3O | the OMol25 dataset | ωB97M-V/def2-TZVPD
C -0.66 2.51 -1.19
C -0.15 1.39 -0.34
C 0.94 0.67 -0.61
N 1.51 -0.27 0.22
C 0.83 -1.12 0.89
N 1.44 -1.94 1.78
C -0.66 -1.38 0.73
N -1.05 -1.64 -0.53
O -1.41 -1.43 1.69
H -0.62 3.46 -0.65
H -0.07 2.61 -2.09
H -1.70 2.33 -1.47
H -0.69 1.20 0.57
H 1.54 0.89 -1.48
H 0.84 -2.42 2.44
H 2.37 -1.69 2.08
H -2.03 -1.73 -0.73
H -0.42 -1.47 -1.31
```

Values from the calculation:
SMILES string   C/C=C/N=C(/N)C(N)=O
E_HOMO   -8.2 eV
Gap between HOMO and LUMO   9.13 eV
ΔE to the lowest compared entry with this formula, charge and spin   16.0 kcal/mol